{"formula": "C95H209N9O8", "method": "the ωB97M-V functional and the def2-TZVPD basis", "species": ["C", "C", "C", "O", "C", "N", "H", "H", "H", "H", "H", "H", "H", "H", "H", "H", "H", "H", "C", "C", "C", "C", "N", "C", "C", "C", "C", "C", "C", "C", "H", "H", "H", "H", "H", "H", "H", "H", "H", "H", "H", "H", "H", "H", "H", "H", "H", "H", "H", "H", "H", "H", "H", "H", "C", "C", "C", "C", "N", "C", "C", "C", "C", "C", "C", "C", "H", "H", "H", "H", "H", "H", "H", "H", "H", "H", "H", "H", "H", "H", "H", "H", "H", "H", "H", "H", "H", "H", "H", "H", "C", "C", "C", "C", "N", "C", "C", "C", "C", "C", "C", "C", "H", "H", "H", "H", "H", "H", "H", "H", "H", "H", "H", "H", "H", "H", "H", "H", "H", "H", "H", "H", "H", "H", "H", "H", "C", "C", "C", "C", "N", "C", "C", "C", "C", "C", "C", "C", "H", "H", "H", "H", "H", "H", "H", "H", "H", "H", "H", "H", "H", "H", "H", "H", "H", "H", "H", "H", "H", "H", "H", "H", "C", "C", "C", "C", "N", "C", "C", "C", "C", "C", "C", "C", "H", "H", "H", "H", "H", "H", "H", "H", "H", "H", "H", "H", "H", "H", "H", "H", "H", "H", "H", "H", "H", "H", "H", "H", "C", "C", "C", "C", "N", "C", "C", "C", "C", "C", "C", "C", "H", "H", "H", "H", "H", "H", "H", "H", "H", "H", "H", "H", "H", "H", "H", "H", "H", "H", "H", "H", "H", "H", "H", "H", "C", "C", "C", "C", "N", "C", "C", "C", "C", "C", "C", "C", "H", "H", "H", "H", "H", "H", "H", "H", "H", "H", "H", "H", "H", "H", "H", "H", "H", "H", "H", "H", "H", "H", "H", "H", "C", "C", "N", "C", "C", "C", "C", "C", "O", "C", "H", "H", "H", "H", "H", "H", "H", "H", "H", "H", "H", "H", "H", "H", "H", "H", "H", "H", "H", "H", "C", "C", "O", "O", "H", "H", "H", "C", "C", "O", "O", "H", "H", "H", "C", "C", "O", "O", "H", "H", "H"], "xyz": [[4.358, 6.797, -4.244], [3.583, 5.781, -3.431], [2.496, 5.145, -4.334], [1.825, 4.179, -3.542], [0.968, 3.332, -4.225], [4.652, 4.898, -2.807], [5.144, 3.332, -3.514], [5.359, 5.526, -2.432], [4.196, 4.529, -1.973], [5.077, 7.264, -3.647], [3.698, 7.483, -4.819], [4.950, 6.248, -5.021], [3.070, 6.286, -2.659], [2.986, 4.675, -5.222], [1.877, 6.009, -4.646], [0.942, 3.521, -5.262], [-0.092, 3.355, -3.865], [1.368, 2.302, -4.113], [7.759, 6.197, 4.707], [8.120, 7.043, 5.894], [6.894, 7.833, 6.459], [7.489, 8.879, 7.454], [6.654, 10.064, 7.814], [6.747, 11.096, 6.745], [6.538, 12.458, 7.386], [7.032, 12.293, 8.827], [7.378, 10.770, 9.052], [5.187, 9.819, 8.101], [5.035, 8.768, 9.127], [3.564, 8.296, 9.154], [8.690, 5.854, 4.329], [7.225, 6.802, 3.958], [7.161, 5.306, 4.901], [8.906, 7.667, 5.399], [8.557, 6.480, 6.736], [6.111, 7.117, 6.877], [6.459, 8.391, 5.589], [8.366, 9.258, 6.969], [7.907, 8.358, 8.335], [6.086, 10.878, 5.882], [7.768, 11.044, 6.410], [5.507, 12.783, 7.325], [7.188, 13.148, 6.825], [6.284, 12.602, 9.548], [7.917, 12.855, 9.099], [7.030, 10.364, 9.968], [8.335, 10.415, 8.889], [4.713, 9.421, 7.166], [4.645, 10.763, 8.436], [5.117, 9.132, 10.162], [5.588, 7.892, 8.976], [3.239, 7.799, 8.230], [2.889, 9.147, 9.416], [3.536, 7.620, 10.018], [-6.253, 8.008, 3.975], [-8.001, 6.651, 1.892], [-8.598, 7.245, 0.570], [-9.585, 6.412, -0.182], [-10.065, 7.163, -1.617], [-10.630, 8.608, -1.669], [-12.090, 8.506, -2.181], [-12.498, 7.288, -2.516], [-11.329, 6.384, -2.071], [-9.153, 7.003, -2.842], [-8.283, 5.772, -2.874], [-7.207, 5.831, -3.928], [-6.633, 9.032, 4.288], [-5.253, 7.889, 3.469], [-6.538, 7.019, 4.254], [-8.557, 6.806, 2.755], [-7.463, 5.698, 1.838], [-7.692, 7.454, -0.134], [-8.927, 8.323, 0.693], [-10.598, 6.202, 0.205], [-9.251, 5.444, -0.527], [-10.033, 9.125, -2.453], [-10.432, 9.289, -0.886], [-12.152, 8.296, -3.316], [-12.709, 9.550, -1.930], [-15.713, 6.810, -8.630], [-13.603, 6.792, -5.755], [-11.219, 5.296, -2.554], [-11.852, 6.046, -1.141], [-8.474, 7.897, -2.816], [-9.657, 7.031, -3.802], [-9.171, 4.861, -2.969], [-8.032, 5.768, -1.747], [-6.644, 6.613, -3.881], [-7.775, 5.696, -4.984], [-6.355, 5.044, -3.987], [7.189, 10.178, -6.621], [7.140, 8.851, -7.433], [7.932, 8.829, -8.754], [9.398, 8.330, -8.515], [10.248, 8.348, -9.753], [11.605, 7.907, -9.488], [12.582, 9.035, -9.942], [11.722, 9.838, -10.882], [10.415, 9.775, -10.163], [9.568, 7.412, -10.799], [9.268, 5.937, -10.470], [8.547, 5.325, -11.643], [8.191, 10.606, -6.585], [6.918, 10.127, -5.565], [6.508, 10.876, -7.128], [6.070, 8.633, -7.790], [7.334, 7.953, -6.780], [7.827, 9.766, -9.242], [7.371, 8.196, -9.421], [9.386, 7.270, -8.229], [9.820, 8.987, -7.787], [11.769, 6.996, -10.121], [11.746, 7.716, -8.477], [13.543, 8.777, -10.286], [12.716, 9.739, -9.056], [11.537, 9.413, -11.872], [11.943, 10.892, -10.997], [9.479, 10.107, -10.672], [10.556, 10.311, -9.179], [10.210, 7.369, -11.663], [8.669, 7.963, -11.133], [8.686, 5.944, -9.533], [10.255, 5.462, -10.249], [9.279, 4.911, -12.325], [7.838, 6.089, -12.094], [7.899, 4.438, -11.444], [8.944, -9.029, -0.472], [9.023, -7.616, 0.061], [7.627, -7.222, 0.643], [7.672, -6.005, 1.532], [6.309, -5.780, 2.192], [5.424, -5.253, 1.138], [5.825, -3.790, 1.015], [6.597, -3.435, 2.300], [6.413, -4.649, 3.164], [5.744, -7.043, 2.897], [6.644, -7.681, 3.902], [5.966, -9.008, 4.415], [8.652, -9.712, 0.352], [9.861, -9.430, -0.927], [8.165, -9.068, -1.262], [9.420, -6.935, -0.739], [9.719, -7.463, 0.883], [7.437, -8.119, 1.268], [6.880, -7.123, -0.128], [7.843, -5.113, 0.975], [8.415, -6.144, 2.225], [4.443, -5.343, 1.572], [5.484, -5.945, 0.310], [4.969, -3.174, 0.821], [6.302, -3.556, 0.108], [6.195, -2.671, 2.896], [7.706, -3.281, 2.162], [5.555, -4.606, 3.792], [7.299, -4.925, 3.823], [5.448, -7.715, 2.094], [4.855, -6.640, 3.362], [6.898, -6.989, 4.701], [7.590, -7.954, 3.434], [6.529, -9.542, 5.136], [5.958, -9.656, 3.534], [4.918, -8.868, 4.678], [-7.131, -5.608, 9.684], [-6.715, -5.280, 8.253], [-5.144, -5.030, 8.351], [-4.288, -6.249, 8.234], [-2.827, -5.932, 7.926], [-2.791, -5.183, 6.641], [-1.403, -5.366, 6.165], [-0.944, -6.705, 6.756], [-2.065, -7.137, 7.740], [-2.335, -5.034, 9.079], [-2.223, -5.672, 10.505], [-2.206, -4.588, 11.605], [-8.065, -6.204, 9.812], [-7.306, -4.680, 10.256], [-6.266, -6.076, 10.203], [-7.221, -4.350, 8.050], [-6.904, -6.046, 7.534], [-4.961, -4.545, 9.301], [-4.895, -4.257, 7.674], [-4.604, -6.828, 7.336], [-4.360, -6.826, 9.163], [-3.115, -4.165, 6.792], [-3.532, -5.668, 6.055], [-0.845, -4.571, 6.663], [-1.255, -5.282, 5.167], [0.002, -6.614, 7.211], [-0.764, -7.358, 5.900], [-1.749, -7.525, 8.698], [-2.743, -7.889, 7.250], [-3.002, -4.198, 9.074], [-1.437, -4.555, 8.775], [-1.319, -6.304, 10.647], [-3.058, -6.354, 10.594], [-1.505, -3.812, 11.379], [-1.898, -5.045, 12.544], [-3.192, -4.080, 11.710], [2.316, -0.877, -1.375], [3.241, -0.986, -0.172], [3.049, 0.063, 0.982], [1.807, -0.294, 1.760], [1.116, 0.671, 2.712], [0.414, 1.717, 1.921], [0.922, 3.058, 2.416], [2.275, 2.744, 3.066], [2.142, 1.325, 3.628], [0.080, -0.142, 3.524], [-0.822, 0.638, 4.453], [-1.427, -0.286, 5.438], [2.470, 0.150, -1.668], [1.288, -1.211, -1.327], [2.737, -1.473, -2.192], [4.290, -0.995, -0.496], [3.035, -1.989, 0.188], [2.978, 1.029, 0.541], [3.883, -0.034, 1.708], [1.927, -1.194, 2.432], [1.001, -0.576, 1.026], [-0.606, 1.684, 2.177], [0.648, 1.579, 0.872], [0.233, 3.435, 3.185], [0.992, 3.840, 1.670], [2.456, 3.469, 3.863], [3.096, 2.853, 2.379], [1.757, 1.271, 4.632], [3.002, 0.682, 3.678], [0.660, -0.848, 4.121], [-0.499, -0.767, 2.849], [-1.563, 1.148, 3.869], [-0.329, 1.386, 4.992], [-0.672, -0.699, 6.092], [-1.865, -1.148, 4.925], [-2.294, 0.233, 5.952], [-17.719, -6.861, -5.941], [-16.552, -7.183, -6.603], [-16.234, -8.528, -6.606], [-14.819, -8.932, -7.068], [-14.456, -10.421, -7.362], [-15.185, -11.386, -6.522], [-14.510, -12.703, -6.460], [-13.042, -12.304, -6.851], [-13.036, -10.781, -7.269], [-15.010, -10.595, -9.003], [-15.526, -11.935, -9.363], [-15.793, -12.406, -10.777], [-14.737, -6.277, 9.032], [-18.528, -5.979, -5.721], [-16.191, -6.336, -7.427], [14.281, 1.409, 2.729], [-17.918, -7.693, -5.292], [-5.514, -8.529, -4.136], [-16.823, -9.248, -5.710], [-14.513, -9.079, -5.913], [-14.248, -8.265, -7.771], [-16.303, -11.383, -6.369], [-14.713, -11.267, -5.495], [-14.915, -13.511, -5.802], [-12.850, -12.353, -4.610], [-15.155, -12.645, -8.518], [-12.120, -12.916, -7.030], [-12.453, -10.540, -8.211], [-12.431, -10.429, -6.446], [-14.129, -10.286, -9.664], [-15.648, -9.716, -8.930], [-8.606, 2.425, -14.292], [-17.734, -10.886, -7.108], [0.351, -12.234, -2.444], [-16.226, -13.472, -10.536], [-15.328, -12.296, -11.892], [-2.495, -6.573, -1.151], [-1.056, -5.953, -1.263], [-0.419, -5.610, 0.103], [-1.272, -4.936, 1.095], [0.145, -6.966, 0.648], [0.850, -6.782, 2.005], [0.720, -4.598, -0.096], [1.830, -4.933, -1.131], [2.667, -6.035, -0.845], [2.855, -6.939, -1.992], [-2.842, -6.708, -2.194], [-3.123, -5.853, -0.610], [-2.534, -7.543, -0.713], [-1.230, -4.961, -1.763], [-0.322, -6.505, -1.796], [-1.902, -5.650, 1.711], [-1.935, -4.331, 0.507], [-0.638, -4.409, 1.791], [0.690, -7.354, -0.217], [-0.697, -7.705, 0.814], [1.390, -5.786, 2.202], [1.769, -7.514, 1.996], [0.196, -7.026, 2.859], [1.232, -4.508, 0.853], [0.309, -3.594, -0.323], [2.475, -4.095, -1.108], [1.450, -4.962, -2.194], [1.938, -7.118, -2.556], [3.061, -7.914, -1.617], [3.578, -6.511, -2.682], [2.377, -3.357, 4.865], [1.842, -3.506, 3.419], [2.689, -3.794, 2.536], [0.617, -3.445, 3.274], [3.018, -4.194, 5.088], [1.566, -3.392, 5.608], [2.999, -2.445, 4.941], [-8.110, -3.213, -8.686], [-2.101, -0.797, 0.561], [-1.336, -1.425, -0.027], [-2.750, -0.077, 1.164], [-8.934, -3.613, -8.089], [-7.585, -3.969, -9.291], [-7.768, -2.176, -8.555], [5.972, 0.334, -3.517], [5.343, 1.541, -2.908], [5.445, 2.489, -3.817], [4.689, 1.616, -1.877], [6.065, 0.349, -4.588], [5.378, -0.578, -3.196], [7.006, 0.172, -3.135]], "mulliken_charge": [-1.70, 0.63, -0.83, -0.23, -0.82, -0.75, 0.47, 0.23, 0.24, 0.47, 0.41, 0.33, 0.29, 0.42, 0.38, 0.42, 0.26, 0.21, -1.38, -0.41, -0.20, -1.49, 0.42, -0.59, -0.67, -0.62, -0.84, -0.67, -0.24, -1.49, 0.43, 0.33, 0.32, 0.31, 0.32, 0.24, 0.29, 0.57, 0.65, 0.38, 0.47, 0.34, 0.38, 0.33, 0.39, 0.42, 0.54, 0.32, 0.44, 0.25, 0.37, 0.36, 0.35, 0.42, -0.62, -1.07, -0.26, -0.91, 0.57, -0.80, 0.05, -1.18, -0.22, -1.01, 0.03, -1.39, 0.29, 0.22, 0.28, 0.48, 0.32, 0.26, 0.27, 0.45, 0.54, 0.32, 0.59, 0.29, 0.41, 0.09, -0.04, 0.30, 0.35, 0.53, 0.42, 0.17, 0.17, 0.47, 0.30, 0.32, -1.20, -0.76, -0.38, -1.07, 0.67, -0.64, -0.61, -0.75, -0.62, -1.40, 0.09, -1.28, 0.31, 0.35, 0.32, 0.33, 0.30, 0.43, 0.36, 0.54, 0.61, 0.30, 0.33, 0.42, 0.27, 0.33, 0.45, 0.33, 0.33, 0.46, 0.54, 0.28, 0.29, 0.36, 0.32, 0.36, -1.24, -0.45, -0.22, -1.34, 0.48, -0.33, 0.63, -0.72, -0.65, -1.16, -0.32, -1.36, 0.33, 0.41, 0.30, 0.31, 0.39, 0.09, 0.42, 0.62, 0.64, 0.02, 0.25, -1.22, 0.65, 0.51, 0.34, 0.38, 0.47, 0.44, 0.69, 0.41, 0.26, 0.43, 0.37, 0.31, -1.06, -0.61, -0.79, -0.76, 0.26, -0.82, -0.71, -0.68, -0.73, -1.14, -0.31, -1.38, 0.34, 0.33, 0.25, 0.29, 0.39, 0.27, 0.48, 0.57, 0.54, 0.43, 0.37, 0.08, 0.89, 0.41, 0.35, 0.36, 0.38, 0.42, 0.81, 0.40, 0.23, 0.38, 0.39, 0.34, -1.73, 0.93, -0.63, -0.37, 1.62, -0.59, -0.87, -0.80, -0.64, -0.80, -0.43, -1.50, 0.45, 0.20, 0.56, 0.63, -0.98, 0.47, 0.40, -0.74, -0.05, 0.30, 0.48, 0.35, 0.41, 0.44, 0.36, 0.50, 0.33, 0.28, 0.30, 0.41, 0.39, 0.42, 0.28, 0.40, -0.58, -0.16, 0.37, -0.92, 0.82, -0.68, -0.52, -0.74, -0.41, -0.23, -0.19, -0.73, -0.07, 0.29, 0.20, -0.21, 0.23, -0.26, 0.16, 0.32, 0.35, -0.26, 0.39, 0.29, 0.07, 0.28, 0.29, 0.35, 0.40, 0.39, 0.38, -0.10, 0.14, -0.22, 0.24, 0.27, -1.30, -0.39, 0.68, -0.40, -0.58, -0.20, 1.24, -1.31, -0.08, -1.06, 0.55, 0.29, 0.31, 0.28, 0.38, 0.23, 0.46, -0.10, 0.44, 0.47, -0.43, 0.27, 0.28, -1.31, 0.25, 0.48, 0.53, 0.48, 0.31, 0.32, -1.64, 0.25, 0.02, -0.65, 0.53, 0.15, 0.26, -0.52, 0.82, -0.41, -0.40, 0.19, 0.21, 0.21, -0.95, 0.75, -0.42, -0.53, 0.34, 0.15, 0.28], "total_charge": 6, "homo_lumo_gap_ev": 0.50, "homo_energy_ev": -10.689, "spin_multiplicity": 1}